*1*
18
Properties=species:S:1:pos:R:3:lowdin_charge:R:1 method="wB97M-V/def2-TZVPD" spin_multiplicity=1 homo_lumo_gap_ev="8.71 / 8.71" molar_mass_da=135.1 charge=0
C 1.280 0.891 0.531 -0.2421
C 1.370 -0.543 0.018 -0.2435
C -0.028 1.217 -0.085 -0.1497
C -0.318 -1.270 -1.550 -0.1743
N -0.055 -0.802 -0.259 -0.1733
O -1.264 -0.090 2.005 -0.2043
O -2.753 0.744 0.097 -0.3370
P -1.533 0.946 0.893 0.4530
H 1.285 0.957 1.701 0.1328
H 2.041 1.731 0.252 0.1330
H 2.050 -0.715 -0.859 0.1206
H 1.738 -1.237 0.776 0.1020
H 0.066 1.397 -1.193 0.1262
H 0.549 -1.705 -2.010 0.0535
H -1.104 -2.157 -1.354 0.1248
H -0.727 -0.471 -2.281 0.1085
H -1.221 -0.973 1.511 0.1119
H -1.374 2.079 1.807 0.0580

*2*
18
Properties=species:S:1:pos:R:3:lowdin_charge:R:1 method="wB97M-V/def2-TZVPD" spin_multiplicity=1 smiles="CN1CCC[P@]1(=O)O" homo_lumo_gap_ev=10.31 molar_mass_da=135.1 charge=0
C 1.024 -1.236 0.027 -0.2301
C 1.104 0.108 -0.848 -0.2263
C -0.362 -1.767 0.620 -0.1563
C 0.360 2.250 0.429 -0.1399
N 0.093 1.191 -0.585 -0.2038
O -1.956 -0.456 -1.183 -0.1406
O -2.227 0.603 1.018 -0.3312
P -1.231 0.016 0.100 0.6077
H 1.358 -2.101 -0.539 0.0923
H 1.542 -1.246 0.974 0.0842
H 2.130 0.349 -0.797 0.0951
H 0.970 -0.169 -1.817 0.0654
H -0.441 -2.017 1.707 0.0789
H 1.360 2.141 0.901 0.0714
H 0.429 3.159 -0.258 0.0928
H -0.435 2.230 1.264 0.0846
H -2.904 -0.433 -1.077 0.0840
H -0.813 -2.622 0.067 0.0717

Stability verdict: *2*, ahead by 1.952 eV

*1*
9
Properties=species:S:1:pos:R:3:lowdin_charge:R:1 method="wB97M-V/def2-TZVPD" spin_multiplicity=1 homo_lumo_gap_ev="7.72 / 7.72" molar_mass_da=132.2 charge=-1
C 0.652 -1.497 -0.027 -0.9732
C 2.619 -0.544 -0.093 -0.4984
C 0.188 -0.047 0.003 -0.4885
N 1.982 -1.649 -0.082 -0.0506
O 4.858 -0.170 0.066 -0.5397
S -0.447 -2.719 0.026 0.5557
S 1.733 0.924 -0.038 0.8604
H -0.425 0.198 -0.865 0.0673
H -0.376 0.175 0.908 0.0671

*2*
9
Properties=species:S:1:pos:R:3:lowdin_charge:R:1 method="wB97M-V/def2-TZVPD" spin_multiplicity=1 homo_lumo_gap_ev="5.88 / 5.88" molar_mass_da=132.2 charge=-1
C -0.588 0.516 -0.883 -0.5407
C -0.044 -1.783 -0.241 -0.4841
C 1.842 -0.085 -0.138 -1.1836
N -0.699 -0.804 -0.443 -0.0067
O -0.006 -2.966 -0.167 0.0645
S 3.475 -0.142 0.008 0.3673
S 0.920 1.258 -0.342 0.8556
H -1.300 1.127 -0.547 -0.0681
H 1.406 -1.135 -0.242 -0.0042

Stability verdict: *2*, ahead by 2.352 eV

*1*
8
Properties=species:S:1:pos:R:3:lowdin_charge:R:1 method="wB97M-V/def2-TZVPD" spin_multiplicity=1 homo_lumo_gap_ev="7.70 / 7.71" molar_mass_da=114.2 charge=0
C 0.315 0.277 -0.898 -0.2270
O -0.419 1.192 1.492 -0.3889
F 1.440 -1.300 1.489 -0.5006
S -2.133 -1.059 0.713 0.3441
S -0.442 -0.008 0.712 0.4905
H -0.428 -0.255 -1.663 0.1021
H 0.396 1.453 -0.999 0.1168
H 1.271 -0.300 -0.846 0.0630

*2*
8
Properties=species:S:1:pos:R:3:lowdin_charge:R:1 method="wB97M-V/def2-TZVPD" spin_multiplicity=1 homo_lumo_gap_ev="6.77 / 6.88" molar_mass_da=114.2 charge=0
C 1.050 -1.012 0.009 -0.2979
O -1.308 0.061 -0.558 -1.0134
F -2.273 2.840 1.191 -0.5504
S -1.321 1.612 0.283 1.0074
S 0.066 -0.222 -1.361 0.8036
H 0.715 -0.473 0.847 0.0046
H 0.957 -2.006 -0.081 -0.0204
H 2.114 -0.800 -0.330 0.0665

Stability verdict: *1*, ahead by 0.358 eV

*1*
49
Properties=species:S:1:pos:R:3:lowdin_charge:R:1 method="wB97M-V/def2-TZVPD" spin_multiplicity=1 smiles="CCN(CC)S(=O)(=O)c1ccc(NC(=O)c2cc(=O)[nH]c3ccccc23)cc1" homo_lumo_gap_ev=8.42 molar_mass_da=399.5 charge=0
C 3.250 2.246 1.540 -0.0645
H 3.296 1.934 2.580 0.0738
H 2.205 2.309 1.246 0.0613
H 3.702 3.230 1.449 0.0745
C 3.993 1.247 0.655 -0.2543
N 3.411 -0.074 0.759 -0.2659
S 2.632 -0.605 -0.614 0.6635
O 2.290 -1.984 -0.426 -0.2762
O 3.340 -0.230 -1.809 -0.2890
C 1.131 0.367 -0.532 -0.2767
C 0.880 1.356 -1.463 -0.0441
C -0.299 2.074 -1.394 -0.0047
C -1.234 1.792 -0.396 -0.2463
C -0.940 0.829 0.570 0.0038
C 0.237 0.111 0.490 -0.0336
H 0.477 -0.652 1.212 0.1237
H -1.629 0.650 1.379 0.1209
N -2.444 2.490 -0.394 0.1453
C -3.710 2.024 -0.154 -0.4315
O -4.661 2.767 -0.232 0.1091
C -3.825 0.573 0.197 -0.0965
C -4.359 0.232 1.392 0.0885
C -4.436 -1.148 1.842 -0.4572
O -4.884 -1.521 2.907 0.0616
N -3.903 -2.059 0.949 0.1712
C -3.405 -1.773 -0.291 -0.1751
C -2.925 -2.788 -1.122 -0.0102
C -2.447 -2.484 -2.375 -0.0657
C -2.460 -1.169 -2.834 -0.0685
C -2.922 -0.159 -2.025 -0.0174
C -3.376 -0.434 -0.729 -0.1198
H -2.952 0.855 -2.393 0.1211
H -2.107 -0.945 -3.829 0.1057
H -2.071 -3.271 -3.011 0.1082
H -2.938 -3.809 -0.770 0.1138
H -3.920 -3.028 1.248 0.1655
H -4.719 0.983 2.079 0.1372
H -2.421 3.432 -0.769 0.1627
H -0.511 2.842 -2.123 0.1192
H 1.606 1.537 -2.239 0.1164
C 4.085 -1.076 1.558 -0.2550
C 5.346 -1.626 0.898 -0.0712
H 5.787 -2.398 1.523 0.0762
H 6.083 -0.841 0.742 0.0694
H 5.085 -2.055 -0.066 0.0716
H 3.367 -1.886 1.694 0.1083
H 4.311 -0.634 2.532 0.1235
H 3.935 1.553 -0.392 0.1082
H 5.049 1.217 0.939 0.1190

*2*
49
Properties=species:S:1:pos:R:3:lowdin_charge:R:1 method="wB97M-V/def2-TZVPD" spin_multiplicity=1 smiles="CCOc1ccc(NC(=O)CN(C)S(=O)(=O)c2cccc3cccnc23)cc1" homo_lumo_gap_ev=8.08 molar_mass_da=399.5 charge=0
C 5.455 1.778 -0.291 -0.0599
C 5.857 0.459 0.362 -0.2438
O 5.185 -0.652 -0.196 -0.0537
C 3.887 -0.896 0.131 -0.2778
C 3.131 -0.190 1.061 -0.0159
C 1.816 -0.542 1.314 -0.0046
C 1.227 -1.602 0.638 -0.2351
C 1.988 -2.319 -0.284 -0.0308
C 3.296 -1.973 -0.534 -0.0029
H 3.889 -2.523 -1.246 0.1202
H 1.546 -3.154 -0.811 0.1158
N -0.110 -1.978 0.822 0.1417
C -1.095 -1.300 1.466 -0.4479
O -0.918 -0.323 2.163 0.0810
C -2.492 -1.865 1.189 -0.1069
N -2.957 -1.555 -0.141 -0.2698
S -3.490 0.008 -0.356 0.6883
O -4.499 0.229 0.639 -0.2856
O -3.864 0.144 -1.732 -0.2739
C -2.155 1.162 0.016 -0.1975
C -2.428 2.159 0.907 -0.0388
C -1.458 3.124 1.219 -0.0454
C -0.231 3.081 0.617 -0.0134
C 0.077 2.065 -0.309 -0.1442
C 1.323 1.972 -0.961 -0.0129
C 1.551 0.944 -1.835 -0.0441
C 0.528 0.004 -2.035 -0.1253
N -0.640 0.056 -1.455 0.1264
C -0.899 1.071 -0.612 -0.2088
H 0.682 -0.831 -2.708 0.1152
H 2.490 0.838 -2.354 0.1089
H 2.077 2.721 -0.762 0.1129
H 0.524 3.820 0.844 0.1156
H -1.691 3.895 1.936 0.1093
H -3.400 2.177 1.371 0.1158
C -2.491 -2.302 -1.279 -0.1024
H -3.083 -1.960 -2.124 0.0835
H -2.677 -3.366 -1.114 0.0953
H -1.438 -2.123 -1.511 0.0543
H -3.193 -1.387 1.877 0.1257
H -2.516 -2.949 1.339 0.1352
H -0.392 -2.784 0.280 0.1292
H 1.240 0.017 2.032 0.1080
H 3.549 0.638 1.609 0.1100
H 6.915 0.258 0.170 0.1238
H 5.706 0.498 1.448 0.1173
H 6.038 2.590 0.134 0.0784
H 5.641 1.732 -1.361 0.0807
H 4.398 1.980 -0.132 0.0487

Stability verdict: *1*, ahead by 0.976 eV

*1*
97
Properties=species:S:1:pos:R:3:lowdin_charge:R:1 method="wB97M-V/def2-TZVPD" spin_multiplicity=1 homo_lumo_gap_ev="4.98 / 4.65" molar_mass_da=923.8 charge=-2
Cs 0.306 0.274 0.091 1.3516
C 3.937 -5.892 -2.814 -0.1235
C 5.135 -5.346 -2.338 -0.1240
C 5.192 -4.038 -1.886 -0.0397
C 4.025 -3.287 -1.912 -0.1155
C 3.700 -1.916 -1.525 -0.2956
N 4.639 -1.105 -0.999 0.1709
C 4.413 0.173 -0.778 -0.3058
C 5.438 1.018 -0.103 -0.0979
C 6.703 0.749 0.383 -0.0304
C 7.388 1.788 1.004 -0.1127
C 6.819 3.052 1.129 -0.1145
C 5.549 3.323 0.631 -0.0304
C 4.868 2.288 0.022 -0.0974
C 3.546 2.189 -0.648 -0.3458
N 2.716 3.184 -0.806 0.1789
C 1.763 2.874 -1.768 -0.3345
N 0.451 2.786 -1.517 0.0898
C -0.073 2.011 -2.516 -0.3635
N -1.264 1.337 -2.390 0.1464
C -1.194 0.046 -2.638 -0.4122
N -0.038 -0.661 -2.635 0.0469
C -0.298 -1.966 -2.749 -0.3150
N 0.564 -2.963 -2.653 0.1785
C 1.836 -2.762 -2.278 -0.2934
N 2.404 -1.655 -1.746 0.1541
C 2.822 -3.834 -2.388 -0.1148
C 2.771 -5.144 -2.847 -0.0385
C -1.760 -2.160 -2.914 -0.0923
C -2.549 -3.283 -3.093 -0.0273
C -3.926 -3.099 -3.168 -0.1063
C -4.491 -1.832 -3.046 -0.1137
C -3.700 -0.704 -2.852 -0.0168
C -2.332 -0.886 -2.791 -0.0917
C 0.885 1.843 -3.582 -0.1310
C 0.802 1.313 -4.869 -0.0280
C 1.932 1.364 -5.658 -0.1040
C 3.132 1.919 -5.175 -0.1075
C 3.217 2.435 -3.900 -0.0306
C 2.076 2.403 -3.101 -0.1293
N 3.331 0.911 -1.050 0.1298
H 3.925 -6.920 -3.162 0.0823
H 6.026 -5.963 -2.328 0.0819
H 6.109 -3.599 -1.513 0.0994
H 7.127 -0.241 0.280 0.1034
H 8.381 1.617 1.405 0.0862
H 7.379 3.837 1.625 0.0857
H 5.095 4.301 0.718 0.1052
H 1.839 -5.554 -3.214 0.1001
H -2.093 -4.261 -3.168 0.1043
H -4.578 -3.954 -3.314 0.0871
H -5.569 -1.725 -3.097 0.0887
H -4.136 0.279 -2.728 0.1148
H -0.114 0.860 -5.226 0.1091
H 1.908 0.955 -6.662 0.0855
H 4.004 1.922 -5.820 0.0850
H 4.146 2.843 -3.523 0.1081
C -6.833 -1.183 0.131 -0.1097
O -6.653 0.212 0.121 -0.0989
C -5.391 0.668 0.435 -0.3014
C -5.242 2.065 0.411 -0.0501
C -4.010 2.590 0.708 -0.0569
C -2.880 1.816 1.044 -0.1050
C -1.685 2.552 1.474 -0.4552
C -1.620 4.054 1.272 -0.0332
O -0.720 2.008 2.006 -0.1590
C -3.021 0.365 0.992 -0.4267
O -2.079 -0.459 1.132 -0.2714
C -4.340 -0.149 0.731 0.0234
H -7.878 -1.354 -0.128 0.0831
H -6.625 -1.607 1.119 0.0909
H -6.190 -1.676 -0.605 0.0752
H -6.091 2.685 0.158 0.0955
H -3.910 3.667 0.694 0.0930
H -1.907 4.340 0.263 0.0777
H -0.588 4.350 1.446 0.0800
H -2.272 4.570 1.981 0.0764
H -4.402 -1.228 0.704 0.1094
O -0.089 -2.292 4.989 0.0440
C -0.621 -1.218 5.219 -0.4871
C -1.328 -0.367 4.212 -0.0933
C -2.836 -0.242 4.488 -0.1606
C -3.201 0.853 5.485 -0.2090
C -2.651 0.654 6.894 -0.2008
C -1.128 0.541 6.954 -0.2020
N -0.623 -0.738 6.501 0.0555
H -1.199 -0.733 3.195 0.1000
H -0.894 0.638 4.200 0.1146
H -3.230 -1.211 4.814 0.1229
H -3.322 -0.019 3.539 0.0964
H -4.289 0.952 5.540 0.1055
H -2.830 1.804 5.091 0.1151
H -3.075 -0.248 7.347 0.1099
H -2.958 1.499 7.520 0.1004
H -0.801 0.661 7.990 0.1101
H -0.666 1.357 6.388 0.1202
H -0.106 -1.314 7.145 0.1308

*2*
97
Properties=species:S:1:pos:R:3:lowdin_charge:R:1 method="wB97M-V/def2-TZVPD" spin_multiplicity=1 homo_lumo_gap_ev="4.79 / 4.67" molar_mass_da=923.8 charge=-2
Cs -0.355 -0.206 -0.129 1.4791
C 1.633 6.093 -4.224 -0.1224
C 0.328 6.133 -4.746 -0.1220
C -0.538 5.066 -4.574 -0.0389
C -0.079 3.959 -3.867 -0.1220
C -0.695 2.684 -3.496 -0.2860
N -1.978 2.407 -3.809 0.1721
C -2.516 1.223 -3.589 -0.2993
C -3.968 0.967 -3.829 -0.1020
C -4.992 1.765 -4.311 -0.0319
C -6.268 1.217 -4.373 -0.1121
C -6.510 -0.098 -3.961 -0.1133
C -5.475 -0.893 -3.478 -0.0313
C -4.210 -0.336 -3.416 -0.1028
C -2.883 -0.865 -3.004 -0.3304
N -2.637 -2.082 -2.559 0.1764
C -1.299 -2.365 -2.650 -0.3284
N -0.543 -2.739 -1.586 0.0811
C 0.741 -2.422 -1.918 -0.3772
N 1.712 -2.226 -0.966 0.1299
C 2.362 -1.080 -1.096 -0.4207
N 1.889 -0.035 -1.812 0.0177
C 2.689 1.032 -1.641 -0.3129
N 2.492 2.255 -2.080 0.1769
C 1.342 2.613 -2.706 -0.2832
N 0.187 1.923 -2.811 0.1612
C 1.217 3.916 -3.357 -0.1218
C 2.091 4.986 -3.528 -0.0377
C 3.827 0.643 -0.756 -0.0952
C 4.913 1.353 -0.275 -0.0269
C 5.786 0.692 0.584 -0.1025
C 5.573 -0.642 0.945 -0.1128
C 4.474 -1.346 0.463 -0.0167
C 3.604 -0.677 -0.378 -0.0913
C 0.849 -2.146 -3.344 -0.1329
C 1.939 -1.995 -4.205 -0.0284
C 1.680 -1.804 -5.544 -0.1011
C 0.352 -1.758 -6.025 -0.1026
C -0.718 -1.909 -5.172 -0.0302
C -0.450 -2.111 -3.815 -0.1315
N -1.947 0.112 -3.099 0.1403
H 2.291 6.943 -4.364 0.0809
H 0.001 7.014 -5.288 0.0806
H -1.547 5.077 -4.968 0.0991
H -4.788 2.784 -4.616 0.1030
H -7.093 1.813 -4.747 0.0848
H -7.515 -0.500 -4.014 0.0841
H -5.642 -1.913 -3.153 0.1047
H 3.094 4.939 -3.123 0.0996
H 5.060 2.387 -0.560 0.1045
H 6.644 1.218 0.989 0.0866
H 6.269 -1.130 1.618 0.0874
H 4.288 -2.372 0.753 0.1156
H 2.955 -2.001 -3.831 0.1092
H 2.506 -1.667 -6.232 0.0850
H 0.178 -1.584 -7.081 0.0847
H -1.736 -1.846 -5.538 0.1086
C 4.890 -1.427 4.657 -0.1056
O 4.189 -2.630 4.441 -0.0993
C 2.973 -2.520 3.810 -0.3008
C 2.309 -3.742 3.584 -0.0472
C 1.100 -3.696 2.933 -0.0572
C 0.488 -2.509 2.494 -0.1093
C -0.871 -2.602 1.917 -0.4617
C -1.422 -3.954 1.514 -0.0365
O -1.583 -1.617 1.751 -0.1972
C 1.211 -1.267 2.664 -0.4221
O 0.828 -0.161 2.180 -0.3181
C 2.452 -1.325 3.388 0.0235
H 5.806 -1.697 5.180 0.0832
H 4.301 -0.741 5.274 0.0910
H 5.140 -0.934 3.714 0.0695
H 2.763 -4.668 3.906 0.0943
H 0.580 -4.629 2.753 0.0960
H -0.707 -4.532 0.931 0.0765
H -2.311 -3.784 0.913 0.0784
H -1.689 -4.528 2.408 0.0768
H 2.969 -0.381 3.484 0.1088
O -2.324 3.013 3.588 0.0498
C -2.439 1.978 4.218 -0.4796
C -1.568 0.766 4.033 -0.0927
C -0.714 0.438 5.270 -0.1658
C -1.429 -0.380 6.336 -0.2135
C -2.644 0.286 6.966 -0.2042
C -3.718 0.684 5.963 -0.2058
N -3.400 1.874 5.197 0.0571
H -0.899 0.843 3.182 0.0953
H -2.190 -0.105 3.792 0.1163
H -0.314 1.367 5.695 0.1226
H 0.154 -0.124 4.922 0.0996
H -0.723 -0.671 7.119 0.1047
H -1.754 -1.319 5.870 0.1165
H -2.351 1.191 7.511 0.1113
H -3.089 -0.392 7.701 0.1009
H -4.654 0.902 6.484 0.1106
H -3.942 -0.156 5.296 0.1200
H -4.000 2.679 5.256 0.1291

Stability verdict: *1*, ahead by 0.445 eV

*1*
25
Properties=species:S:1:pos:R:3:lowdin_charge:R:1 method="wB97M-V/def2-TZVPD" spin_multiplicity=1 smiles=C[SiH](C)PC(C)(C)C homo_lumo_gap_ev=8.88 molar_mass_da=148.3 charge=0
C -0.338 2.051 -0.006 -0.1271
C -2.307 0.583 0.381 -0.1575
C -1.165 1.625 2.227 -0.1834
C 2.666 -0.595 -1.346 -0.2494
C 0.678 -3.273 -0.995 -0.2733
C -0.973 1.071 0.904 -0.9281
Si 0.964 -1.425 -0.881 0.4682
P 0.100 -0.538 1.177 0.7758
H 0.462 2.546 0.523 0.0757
H -0.264 1.679 -1.050 0.0853
H -1.188 2.779 -0.185 0.0980
H -2.923 -0.085 1.040 0.0877
H -2.143 -0.049 -0.659 0.1093
H -2.989 1.362 0.074 0.0611
H -1.429 0.949 3.086 0.0907
H -0.371 2.304 2.637 0.0993
H -2.065 2.201 2.070 0.0763
H 3.469 -0.584 -0.565 0.0336
H 2.979 -1.103 -2.290 0.0203
H 2.522 0.453 -1.603 0.0035
H 0.544 -3.817 -1.909 0.0183
H 1.422 -3.684 -0.337 0.0069
H -0.218 -3.461 -0.417 0.0129
H -0.242 -0.987 -1.511 -0.0827
H 1.304 0.217 1.222 -0.1215

*2*
25
Properties=species:S:1:pos:R:3:lowdin_charge:R:1 method="wB97M-V/def2-TZVPD" spin_multiplicity=1 smiles="C[Si](C)(C)P.C=CC" homo_lumo_gap_ev=9.74 molar_mass_da=148.3 charge=0
C -0.015 1.663 3.133 -0.0457
C 1.173 3.186 1.490 -0.0957
C 0.544 -1.368 0.892 -0.2171
C -1.841 -1.692 -0.792 -0.2575
C 0.791 -2.867 -1.978 -0.2262
C -0.038 2.421 2.047 -0.2449
Si 0.019 -1.393 -0.942 0.4241
P 0.154 0.925 -1.944 0.5638
H -0.979 1.127 3.426 0.0801
H 0.814 1.354 3.624 0.0164
H -0.615 1.385 -0.741 -0.1655
H 1.774 2.456 0.983 0.0527
H 1.686 3.616 2.286 0.0492
H 0.953 3.912 0.760 0.0516
H 0.871 -0.356 1.144 -0.0051
H -0.307 -1.618 1.561 0.0399
H 1.415 -1.951 1.077 0.0051
H -1.734 -2.403 0.043 0.0121
H -2.288 -0.790 -0.300 0.0342
H -2.374 -2.071 -1.689 0.0363
H 0.984 -2.590 -3.053 0.0267
H 1.676 -3.403 -1.518 0.0337
H -0.077 -3.554 -1.991 0.0088
H -1.025 2.403 1.426 0.1075
H 1.337 1.133 -1.382 -0.2841

Stability verdict: *1*, ahead by 0.174 eV